(1)
Here is C34H45FeGeN6O6Se as an isolated structure from the Open Molecules 2025 dataset. Energies are from ωB97M-V/def2-TZVPD.

Geometry as ORCA input:
```
! wB97M-V def2-TZVPD RIJCOSX def2/J DEFGRID3
* xyz 1 1
Fe -0.1080 -1.0348 0.3301
C -2.9977 -5.2662 -4.5514
C -2.1780 -4.2637 -3.7878
C -1.4428 -3.2855 -4.3999
C -0.6232 -2.3794 -3.6773
C 0.0344 -1.3920 -4.4502
N 1.1285 -0.7091 -4.2306
C 2.2194 -0.9801 -3.2855
C 2.7076 -2.4218 -3.4200
C 3.8378 -2.7050 -2.4475
N 3.3417 -2.6547 -1.0722
C 4.1364 -2.5592 -0.0407
C 3.7361 -2.1940 1.2531
C 4.7381 -1.9477 2.2230
C 4.4627 -1.3186 3.4062
C 5.5160 -1.0401 4.4428
C 3.1364 -0.8831 3.5940
C 2.1217 -1.0854 2.6838
C 0.7941 -0.5912 3.0107
N -0.1856 -0.4936 2.2015
C -1.4750 -0.1151 2.7904
C -2.5725 -1.0675 2.3049
C -2.0380 -2.4688 1.9992
N -1.4288 -2.4385 0.6644
C -1.8123 -3.3078 -0.1854
C -1.4925 -3.3426 -1.6106
C -2.1942 -4.2458 -2.3799
C -0.6122 -2.3894 -2.2410
O 0.0681 -1.5414 -1.5947
C 2.3693 -1.8444 1.4946
O 1.4591 -2.2010 0.6751
H -2.8201 -5.1827 -5.6223
H -4.0649 -5.1201 -4.3763
H -2.7523 -6.2853 -4.2507
H -1.4561 -3.2103 -5.4827
H -0.4327 -1.1535 -5.4024
H 1.3374 -0.0054 -4.9244
H 1.8874 -0.7649 -2.2740
H 3.0135 -0.2775 -3.5340
H 3.0650 -2.6011 -4.4355
H 1.8880 -3.1200 -3.2374
H 4.6209 -1.9521 -2.5674
H 4.2798 -3.6836 -2.6384
H 2.3499 -2.4822 -0.8674
H 5.1976 -2.6942 -0.2355
H 5.7551 -2.2534 1.9985
H 6.4074 -1.6400 4.2667
H 5.1519 -1.2684 5.4448
H 5.8117 0.0105 4.4320
H 2.8971 -0.3454 4.5073
H 0.6478 -0.3019 4.0533
H -1.4000 -0.1962 3.8777
H -1.7109 0.9227 2.5479
H -3.0454 -0.6910 1.3987
H -3.3576 -1.1065 3.0611
H -2.8447 -3.2051 2.0326
H -1.2817 -2.7687 2.7281
H -2.5307 -4.0678 0.1311
H -2.8390 -4.9550 -1.8682
O 0.1990 3.6345 -2.9459
C -1.0756 3.3270 -2.7681
O -1.9717 3.9140 -3.3204
C -1.3772 2.1741 -1.8722
C -2.6519 1.6947 -1.6734
N -2.5555 0.6562 -0.8261
N -1.2886 0.4311 -0.4528
C -0.5618 1.3397 -1.0815
C 0.9211 1.2388 -0.9003
O 1.6629 1.9822 -1.5616
O 1.2896 0.3377 -0.0929
H 0.8072 3.0303 -2.4259
H -3.5915 2.0376 -2.0716
H -3.2973 0.0614 -0.5000
C -3.2453 6.8427 2.3211
Ge -2.5880 5.0071 2.3143
C -2.7126 4.2146 4.0989
C -3.6014 3.9127 1.0464
C -0.7008 5.0008 1.7496
Se 0.0618 3.2279 1.9771
C 1.8374 3.6147 1.2864
H -4.3037 6.8653 2.5816
H -3.1243 7.2995 1.3389
H -2.7009 7.4440 3.0493
H -3.7241 4.3166 4.4933
H -2.0241 4.7033 4.7884
H -2.4614 3.1530 4.0693
H -4.6741 4.0335 1.2011
H -3.3437 2.8601 1.1761
H -3.3635 4.2034 0.0221
H -0.1258 5.7156 2.3380
H -0.6307 5.2726 0.6956
H 2.3298 4.3348 1.9355
H 1.7683 4.0028 0.2736
H 2.3973 2.6815 1.2735
*
```

For the HOMO energy, the calculation gives -9.8547 eV. For the energy above the lowest of the compared OMol25 structures with the same formula, charge and spin, the calculation gives 0.0 kcal per mole. Its molar mass is 841.19 g/mol. The LUMO energy comes out at -3.34 eV.

Results of the Löwdin charge analysis, in e, for atoms 1 through 8:
1. Fe 0.486
2. C -0.042
3. C -0.259
4. C 0.019
5. C -0.120
6. C 0.009
7. N 0.108
8. C -0.138


(2)
Here is C54H42CdF5N7O2P2S2Te as an isolated structure from the Open Molecules 2025 dataset. Energies are from ωB97M-V/def2-TZVPD.

Geometry as ORCA input:
```
! wB97M-V def2-TZVPD RIJCOSX def2/J DEFGRID3
* xyz -2 1
Cd 0.4436 -1.1528 0.3993
Te -3.0053 -1.7759 -2.5714
C -3.4735 -1.7372 -4.6277
C -4.5477 -2.4692 -5.1290
C -4.7983 -2.4571 -6.4910
N -4.0754 -1.7773 -7.3801
C -3.0519 -1.0778 -6.8890
C -2.7116 -1.0244 -5.5474
C -1.8341 -0.0065 -2.4923
P -2.7801 1.0223 -1.2961
C -1.7669 2.5660 -1.1452
C -0.8262 2.6051 -0.1154
C -0.0025 3.7084 0.0510
C -0.1244 4.8060 -0.7880
C -1.0733 4.7900 -1.8013
C -1.8806 3.6770 -1.9813
C -4.1098 1.6808 -2.3946
C -4.1230 1.5278 -3.7763
C -5.1615 2.0441 -4.5402
C -6.1990 2.7348 -3.9310
C -6.1970 2.8955 -2.5503
C -5.1677 2.3598 -1.7915
P -0.1403 -0.3846 -2.0488
C 0.4121 -1.5581 -3.3383
C 0.8439 -1.1115 -4.5835
C 1.2501 -2.0139 -5.5550
C 1.2262 -3.3748 -5.2897
C 0.7978 -3.8278 -4.0514
C 0.3952 -2.9249 -3.0794
C 0.8253 1.1074 -2.4796
C 0.3409 2.0613 -3.3693
C 1.1019 3.1771 -3.6814
C 2.3600 3.3391 -3.1163
C 2.8501 2.3857 -2.2346
C 2.0837 1.2757 -1.9104
H -5.1971 -3.0351 -4.4709
H -5.6376 -3.0223 -6.8885
H -2.4611 -0.5242 -7.6139
H -1.8708 -0.4313 -5.2109
H -0.7328 1.7552 0.5569
H 0.7375 3.7131 0.8440
H 0.5192 5.6677 -0.6544
H -1.1769 5.6425 -2.4638
H -2.5980 3.6694 -2.7918
H -3.3026 0.9967 -4.2411
H -5.1586 1.8999 -5.6149
H -7.0105 3.1390 -4.5255
H -7.0058 3.4290 -2.0634
H -5.1771 2.4688 -0.7110
H 0.8798 -0.0494 -4.7935
H 1.5955 -1.6501 -6.5157
H 1.5527 -4.0812 -6.0441
H 0.7903 -4.8882 -3.8307
H 0.0682 -3.2793 -2.1149
H -0.6486 1.9240 -3.7910
H 0.7064 3.9267 -4.3571
H 2.9540 4.2136 -3.3570
H 3.8300 2.5034 -1.7876
H 2.4728 0.5370 -1.2190
C -0.3278 -6.2447 2.3229
N -0.8509 -5.0875 1.6278
C -2.0798 -4.4969 1.8144
C -2.0914 -3.3911 1.0240
N -0.8945 -3.2887 0.3523
C -0.1704 -4.3159 0.7566
H -0.2797 -7.1091 1.6587
H -0.9878 -6.4753 3.1577
H 0.6617 -6.0078 2.7073
H -2.8058 -4.9075 2.4944
H -2.8627 -2.6480 0.9066
H 0.8554 -4.5022 0.4841
F 3.4274 -1.1200 -0.2937
C 3.5618 -2.5421 -0.3771
F 2.1481 -2.9523 -0.5274
C 4.1106 -2.7335 -1.7919
F 3.5056 -2.0470 -2.7975
F 4.0697 -4.0341 -2.1605
F 5.4142 -2.3633 -1.8485
N -2.3373 -2.5536 7.3923
C -1.2933 -2.5909 6.4515
C -1.5474 -2.3190 5.1092
C -0.5255 -2.3716 4.1783
C 0.7638 -2.6946 4.5727
C 1.0233 -2.9822 5.9036
C 0.0012 -2.9354 6.8383
S 2.0800 -2.7408 3.3665
O 3.2911 -2.5048 4.1203
O 1.9444 -4.0001 2.6819
N 1.7486 -1.5617 2.3455
C 2.0376 -0.2793 2.6705
S 2.6717 0.3187 4.1839
C 2.4708 1.9379 3.6059
C 1.9910 1.9129 2.3419
N 1.7523 0.6769 1.8124
H -3.0831 -1.9291 7.1243
H -2.0239 -2.3447 8.3275
H -2.5451 -2.0369 4.7896
H -0.7362 -2.1214 3.1470
H 2.0365 -3.2126 6.2067
H 0.2099 -3.1469 7.8817
H 2.7637 2.7948 4.1895
H 1.8091 2.7882 1.7310
N -5.5943 3.4454 7.2183
C -4.9692 2.9200 6.4057
C -4.1954 2.2634 5.3949
C -4.7653 1.9744 4.1527
C -4.0179 1.3352 3.1847
C -2.6854 0.9692 3.4316
C -2.1221 1.2773 4.6805
C -2.8666 1.9148 5.6515
C -1.9203 0.2888 2.4492
C -1.2515 -0.3231 1.6309
H -5.7927 2.2518 3.9557
H -4.4441 1.1093 2.2157
H -1.0921 1.0018 4.8658
H -2.4277 2.1462 6.6135
*
```

For the HOMO energy, the calculation gives -2.0490 eV. For the energy above the lowest of the compared OMol25 structures with the same formula, charge and spin, the calculation gives 5.3 kcal per mole. Its molar mass is 1282.06 g/mol. The LUMO energy comes out at 3.69 eV.

Results of the Löwdin charge analysis, in e, for atoms 1 through 8:
1. Cd 1.244
2. Te 1.202
3. C -0.550
4. C -0.150
5. C -0.188
6. N 0.028
7. C -0.165
8. C -0.139


(3)
Here is an isolated ion of composition C8H14N2O and charge +2 from the Open Molecules 2025 dataset. Energies are from ωB97M-V/def2-TZVPD.

Geometry as ORCA input:
```
! wB97M-V def2-TZVPD RIJCOSX def2/J DEFGRID3
* xyz 2 1
C -1.5076 0.5415 -1.6066
C -2.0625 -0.3447 -0.7117
C -0.1847 1.1018 -1.7519
C 0.5214 -1.5611 -0.3390
C -1.5653 -0.7181 0.6330
C 0.4827 0.5623 0.9414
C 1.9308 2.1195 -0.8524
C 0.3305 -1.5666 2.0058
N 0.6966 1.3751 -0.8634
N -0.0945 -0.7718 0.8248
O 1.4197 -1.2478 -1.0217
H -2.1445 0.6448 -2.4862
H -3.1435 -0.6036 -0.9736
H -0.1625 1.5343 -2.7826
H -0.0345 -2.5295 -0.4613
H -1.9953 -0.0074 1.2727
H -2.0563 -1.7305 1.0133
H 1.5114 0.4491 1.3711
H -0.1792 1.2678 1.4146
H 1.6198 3.1676 -0.9064
H 2.5429 1.7737 -1.7534
H 2.4426 1.7120 0.0457
H 0.2265 -1.1018 3.0025
H -0.0137 -2.5268 2.0284
H 1.4191 -1.5395 1.9570
*
```

For the HOMO energy, the calculation gives -18.4482 eV. For the energy above the lowest of the compared OMol25 structures with the same formula, charge and spin, the calculation gives 72.6 kcal per mole. Its molar mass is 154.21 g/mol. The LUMO energy comes out at -8.99 eV.

Results of the Löwdin charge analysis, in e, for atoms 1 through 8:
1. C -0.011
2. C 0.008
3. C -0.035
4. C -0.166
5. C -0.105
6. C 0.173
7. C 0.006
8. C 0.052